Formula: C43H105N3O19
Source: the OMol25 dataset
Level of theory: ωB97M-V/def2-TZVPD

**ΔE to the lowest compared entry with this formula, charge and spin**: 136.38 kcal/mol
**HOMO energy**: -7.61 eV
**DFT total energy**: -89653.59535 eV
**Max |F|**: 4.53 eV/Å
**Structure (SMILES)**: CC1(C)CCCC(C)(C)N1O.CC1(C)CCCC(C)(C)N1O.CC1(C)CCCC(C)(C)N1O.OCCO.OCCO.OCCO.OCCO.OCCO.OCCO.OCCO.OCCO

Positions of all 170 atoms, in Å:
C: -0.439 -4.445 0.537
C: -0.942 -4.770 -0.924
C: 0.097 -4.066 -1.908
C: -0.964 -6.315 -1.033
C: -1.599 -6.924 -2.223
C: -3.098 -6.450 -2.232
C: -3.258 -4.928 -2.162
C: -2.806 -4.213 -3.490
C: -4.781 -4.741 -1.713
N: -2.366 -4.368 -1.133
O: -2.567 -3.072 -0.971
H: -0.403 -3.366 0.685
H: -1.208 -4.929 1.140
H: 0.511 -4.936 0.748
H: -0.509 -3.628 -2.702
H: 0.666 -3.298 -1.386
H: 0.708 -4.802 -2.430
H: 0.089 -6.595 -0.995
H: -1.225 -6.799 -0.092
H: -1.183 -6.514 -3.143
H: -1.558 -8.012 -2.176
H: -3.656 -6.948 -1.439
H: -3.584 -6.690 -3.178
H: -3.612 -4.284 -4.220
H: -1.902 -4.352 -4.083
H: -2.709 -3.155 -3.246
H: -5.031 -3.681 -1.735
H: -4.812 -5.092 -0.681
H: -5.499 -5.280 -2.332
H: -3.117 -3.021 -0.186
C: 4.089 -5.860 0.061
C: 4.444 -4.458 0.544
C: 6.025 -4.437 0.636
C: 4.031 -3.316 -0.513
C: 3.844 -1.889 0.135
C: 3.000 -2.033 1.353
C: 3.634 -3.011 2.429
C: 4.934 -2.449 3.108
C: 2.578 -2.995 3.583
N: 3.678 -4.371 1.890
O: 4.032 -5.309 2.830
H: 4.437 -6.018 -0.960
H: 4.361 -6.752 0.625
H: 3.006 -5.734 0.044
H: 6.485 -3.476 0.867
H: 6.279 -4.985 1.544
H: 6.499 -5.033 -0.144
H: 4.881 -3.118 -1.166
H: 3.203 -3.531 -1.189
H: 4.719 -1.316 0.441
H: 3.272 -1.241 -0.529
H: 2.045 -2.396 0.973
H: 2.958 -0.998 1.693
H: 4.972 -1.365 3.005
H: 5.919 -2.815 2.816
H: 4.833 -2.643 4.176
H: 2.486 -1.949 3.875
H: 2.916 -3.532 4.469
H: 1.554 -3.319 3.400
H: 3.188 -5.488 3.253
C: -7.785 3.048 -1.912
C: -6.689 3.886 -2.505
C: -6.698 3.966 -4.021
C: -6.837 5.272 -1.975
C: -5.741 6.307 -2.106
C: -4.581 5.650 -1.353
C: -4.154 4.214 -1.916
C: -3.399 4.272 -3.263
C: -3.068 3.694 -0.870
N: -5.413 3.379 -1.931
O: -5.188 2.036 -2.192
H: -7.779 3.010 -0.823
H: -8.729 3.275 -2.407
H: -7.530 2.002 -2.085
H: -6.957 3.026 -4.510
H: -7.493 4.655 -4.307
H: -5.861 4.528 -4.435
H: -7.766 5.832 -2.078
H: -6.929 5.016 -0.919
H: -5.573 6.474 -3.170
H: -6.012 7.296 -1.737
H: -4.694 5.500 -0.279
H: -3.749 6.341 -1.490
H: -2.315 4.348 -3.344
H: -3.764 5.014 -3.974
H: -3.388 3.281 -3.716
H: -2.664 2.731 -1.181
H: -3.652 3.305 -0.036
H: -2.394 4.417 -0.411
H: -4.916 2.031 -3.112
O: -4.326 0.934 0.346
C: -4.228 -0.455 0.116
C: -4.376 -1.063 1.544
O: -4.270 -2.524 1.270
H: -4.738 1.227 -0.470
H: -5.097 -0.898 -0.370
H: -3.354 -0.621 -0.514
H: -5.370 -1.039 1.992
H: -3.677 -0.712 2.303
H: -3.829 -2.852 2.057
O: 2.863 2.187 -1.847
C: 4.057 2.305 -2.444
C: 4.021 1.732 -3.850
O: 3.780 0.362 -3.989
H: 2.258 2.859 -2.169
H: 4.290 3.362 -2.568
H: 4.889 1.853 -1.903
H: 4.998 1.935 -4.290
H: 3.196 2.309 -4.267
H: 2.917 0.204 -3.598
O: -0.740 2.867 3.704
C: -1.201 4.121 4.389
C: -1.836 5.125 3.440
O: -2.736 4.491 2.547
H: 0.202 2.960 3.545
H: -1.938 3.810 5.130
H: -0.380 4.543 4.968
H: -1.069 5.600 2.829
H: -2.233 5.959 4.020
H: -2.500 3.571 2.406
O: 1.667 1.181 5.493
C: 3.053 1.158 5.174
C: 3.861 0.461 6.293
O: 3.412 -0.870 6.378
H: 1.368 0.271 5.424
H: 3.130 0.621 4.228
H: 3.448 2.098 4.789
H: 3.743 0.869 7.297
H: 4.908 0.530 5.996
H: 4.179 -1.419 6.555
O: 0.401 1.126 -1.305
C: -0.597 0.923 -0.337
C: 0.030 0.405 0.958
O: 1.276 1.004 1.241
H: 1.005 1.765 -0.922
H: -0.983 1.882 0.010
H: -1.530 0.438 -0.625
H: 0.326 -0.642 1.038
H: -0.666 0.733 1.729
H: 1.881 0.356 1.609
O: 1.053 6.075 1.427
C: 2.037 6.038 2.429
C: 2.723 4.586 2.525
O: 1.814 3.571 2.759
H: 0.251 6.369 1.865
H: 2.715 6.865 2.215
H: 1.665 6.226 3.436
H: 3.586 4.420 3.170
H: 3.088 4.450 1.507
H: 2.150 2.848 2.225
O: 1.348 -0.314 -3.080
C: 0.253 -0.963 -3.723
C: 0.750 -1.923 -4.758
O: 1.441 -1.029 -5.689
H: 1.082 0.240 -2.343
H: -0.392 -1.385 -2.953
H: -0.378 -0.179 -4.141
H: -0.089 -2.460 -5.200
H: 1.423 -2.643 -4.293
H: 1.896 -0.339 -5.201
O: 4.210 1.163 1.822
C: 5.619 1.358 2.037
C: 5.998 2.775 1.486
O: 7.408 2.921 1.524
H: 3.919 1.408 0.941
H: 5.763 1.313 3.117
H: 6.306 0.601 1.659
H: 5.399 3.448 2.099
H: 5.760 2.815 0.423
H: 7.891 2.405 0.875

Formula: C2H2N4O3S2
Source: the OMol25 dataset
Level of theory: ωB97M-V/def2-TZVPD

**ΔE to the lowest compared entry with this formula, charge and spin**: 14.42 kcal/mol
**HOMO energy (alpha / beta)**: -0.42 / -0.42 eV
**DFT total energy**: -35877.13629 eV
**Total charge**: -2
**Max |F|**: 3.79 eV/Å

Positions of all 13 atoms, in Å:
C: 0.831 0.125 -0.270
C: -0.481 0.499 -0.304
N: 2.625 -0.848 -0.941
N: 1.373 -0.874 -1.000
N: 1.851 0.726 0.353
N: 2.947 0.179 -0.029
O: -0.683 3.096 -0.578
O: -2.699 1.888 0.033
O: -0.929 2.032 1.728
S: -1.809 -4.277 0.512
S: -1.259 2.040 0.268
H: -1.155 -0.350 -0.595
H: -0.614 -4.236 0.824

Formula: C4H7NO
Source: the OMol25 dataset
Level of theory: ωB97M-V/def2-TZVPD

**ΔE to the lowest compared entry with this formula, charge and spin**: 52.85 kcal/mol
**HOMO energy**: -9.61 eV
**DFT total energy**: -7797.35242 eV
**Max |F|**: 0.57 eV/Å
**Structure (SMILES)**: CN1C[C@H]1C=O

Positions of all 13 atoms, in Å:
C: 1.702 0.307 -0.319
N: 0.269 0.345 -0.553
C: -0.567 1.059 0.371
C: -0.550 -0.434 0.369
C: -1.602 -1.255 -0.297
O: -1.849 -2.395 0.019
H: 2.129 1.312 -0.412
H: 2.159 -0.333 -1.080
H: 1.969 -0.087 0.675
H: -0.101 1.533 1.235
H: -1.391 1.618 -0.072
H: -0.046 -0.916 1.210
H: -2.122 -0.754 -1.145

Formula: C5H8ClFS
Source: the OMol25 dataset
Level of theory: ωB97M-V/def2-TZVPD

**ΔE to the lowest compared entry with this formula, charge and spin**: 25.24 kcal/mol
**HOMO energy**: -9.35 eV
**DFT total energy**: -31388.76585 eV
**Max |F|**: 2.46 eV/Å
**Structure (SMILES)**: C[C@@]1(S)C[C@]1(Cl)CF

Positions of all 16 atoms, in Å:
C: -0.627 -1.639 -0.879
C: -0.496 -0.425 -0.065
S: -1.993 0.519 -0.225
C: 0.225 -0.509 1.281
C: 0.813 0.249 0.180
Cl: 2.399 -0.266 -0.483
C: 0.749 1.748 0.350
F: 0.497 2.320 -0.880
H: -1.341 -2.285 -0.441
H: -1.046 -1.257 -1.842
H: 0.269 -2.230 -1.125
H: -1.529 1.066 -1.362
H: 0.575 -1.522 1.515
H: -0.173 0.017 2.155
H: 0.000 2.008 1.075
H: 1.678 2.207 0.746

Formula: C60H150N10O20
Source: the OMol25 dataset
Level of theory: ωB97M-V/def2-TZVPD

**ΔE to the lowest compared entry with this formula, charge and spin**: 78.31 kcal/mol
**HOMO energy**: -8.20 eV
**DFT total energy**: -120487.52440 eV
**Max |F|**: 2.63 eV/Å
**Structure (SMILES)**: COCCNCCOC.COCCNCCOC.COCCNCCOC.COCCNCCOC.COCCNCCOC.COCCNCCOC.COCCNCCOC.COCCNCCOC.COCCNCCOC.COCCNCCOC

Positions of all 240 atoms, in Å:
C: 2.887 5.242 -1.904
O: 3.772 4.181 -2.175
C: 3.435 2.966 -1.529
C: 4.621 2.031 -1.548
N: 5.627 2.153 -0.516
C: 6.458 3.349 -0.663
C: 7.530 3.507 0.393
O: 7.228 3.882 1.718
C: 6.387 2.986 2.422
H: 3.454 6.142 -1.668
H: 2.189 5.038 -1.084
H: 2.214 5.464 -2.744
H: 2.454 2.538 -1.793
H: 3.158 3.204 -0.478
H: 5.041 1.961 -2.554
H: 4.169 1.040 -1.380
H: 5.155 2.179 0.378
H: 5.820 4.245 -0.665
H: 6.969 3.350 -1.628
H: 8.146 4.352 0.051
H: 8.273 2.696 0.332
H: 5.341 3.075 2.101
H: 6.454 3.256 3.471
H: 6.674 1.948 2.218
C: -6.060 -1.094 5.837
O: -6.247 -1.632 4.556
C: -7.081 -0.809 3.762
C: -6.970 -1.263 2.322
N: -8.255 -1.117 1.629
C: -8.312 -1.788 0.332
C: -7.348 -1.382 -0.736
O: -7.553 -0.070 -1.197
C: -6.503 0.339 -2.049
H: -5.575 -1.857 6.449
H: -7.044 -0.953 6.306
H: -5.480 -0.168 5.884
H: -6.680 0.217 3.803
H: -8.105 -0.792 4.143
H: -6.696 -2.320 2.325
H: -6.234 -0.739 1.702
H: -8.513 -0.150 1.476
H: -9.335 -1.574 -0.006
H: -8.372 -2.864 0.511
H: -7.514 -2.018 -1.628
H: -6.308 -1.664 -0.521
H: -6.606 -0.171 -3.017
H: -5.493 0.205 -1.655
H: -6.690 1.395 -2.252
C: 7.680 9.307 2.560
O: 6.836 8.788 1.586
C: 6.994 7.386 1.385
C: 5.848 6.957 0.518
N: 4.537 6.887 1.156
C: 4.377 5.836 2.152
C: 3.655 6.329 3.394
O: 4.047 7.581 3.882
C: 5.082 7.615 4.791
H: 8.747 9.220 2.303
H: 7.502 8.852 3.541
H: 7.529 10.383 2.660
H: 7.075 6.903 2.369
H: 7.986 7.209 0.942
H: 5.999 6.030 -0.038
H: 5.733 7.702 -0.275
H: 4.427 7.744 1.695
H: 5.406 5.595 2.489
H: 3.984 4.878 1.805
H: 3.724 5.643 4.244
H: 2.598 6.461 3.141
H: 4.823 7.190 5.766
H: 5.579 8.573 4.942
H: 5.933 7.017 4.414
C: -1.688 4.571 5.684
O: -0.503 4.985 6.351
C: 0.009 6.191 5.830
C: 1.008 6.850 6.783
N: 2.353 6.282 6.623
C: 2.523 4.932 7.137
C: 2.387 4.741 8.643
O: 3.596 5.225 9.202
C: 3.623 5.274 10.614
H: -2.292 5.427 5.376
H: -2.317 3.965 6.339
H: -1.376 3.908 4.869
H: -0.790 6.936 5.698
H: 0.457 5.984 4.849
H: 0.541 6.630 7.757
H: 1.066 7.914 6.573
H: 2.953 6.919 7.140
H: 3.513 4.580 6.842
H: 1.785 4.268 6.680
H: 2.264 3.668 8.850
H: 1.538 5.273 9.090
H: 3.620 4.253 11.013
H: 2.703 5.766 10.962
H: 4.479 5.845 10.958
C: 2.513 -2.787 -3.918
O: 2.214 -2.624 -2.544
C: 3.018 -3.409 -1.698
C: 4.276 -2.696 -1.242
N: 5.367 -2.759 -2.183
C: 6.443 -1.816 -1.987
C: 7.120 -1.859 -0.637
O: 7.756 -3.093 -0.356
C: 6.991 -4.079 0.295
H: 3.499 -2.385 -4.164
H: 1.799 -2.224 -4.518
H: 2.432 -3.848 -4.172
H: 3.194 -4.436 -2.043
H: 2.451 -3.590 -0.777
H: 4.501 -3.019 -0.220
H: 4.035 -1.623 -1.116
H: 5.133 -2.957 -3.136
H: 6.111 -0.785 -2.220
H: 7.192 -1.975 -2.770
H: 6.430 -1.545 0.159
H: 7.956 -1.159 -0.610
H: 7.594 -4.986 0.345
H: 6.090 -4.395 -0.241
H: 6.705 -3.733 1.296
C: -2.539 3.770 1.677
O: -3.010 2.489 2.013
C: -2.949 1.569 0.926
C: -3.013 0.169 1.503
N: -1.911 -0.023 2.417
C: -1.900 -1.303 3.093
C: -0.749 -1.372 4.078
O: -0.879 -0.499 5.182
C: -1.658 -1.056 6.217
H: -2.745 4.085 0.654
H: -1.468 3.849 1.916
H: -2.980 4.492 2.371
H: -1.937 1.664 0.510
H: -3.713 1.774 0.173
H: -2.936 -0.498 0.638
H: -3.980 0.001 2.001
H: -1.878 0.779 3.036
H: -1.741 -2.081 2.340
H: -2.833 -1.509 3.646
H: 0.165 -1.024 3.590
H: -0.631 -2.428 4.349
H: -1.066 -1.781 6.783
H: -2.621 -1.473 5.917
H: -1.929 -0.234 6.887
C: -1.816 -4.346 -5.252
O: -1.132 -3.358 -5.961
C: -0.480 -3.863 -7.120
C: 0.787 -4.655 -6.752
N: 0.622 -6.115 -6.883
C: 1.781 -6.866 -7.254
C: 2.374 -6.661 -8.632
O: 1.635 -7.374 -9.607
C: 1.823 -6.850 -10.906
H: -1.180 -5.156 -4.872
H: -2.649 -4.756 -5.831
H: -2.209 -3.888 -4.340
H: -0.146 -2.960 -7.626
H: -1.182 -4.498 -7.670
H: 1.006 -4.508 -5.693
H: 1.655 -4.288 -7.312
H: -0.198 -6.328 -7.431
H: 1.433 -7.908 -7.296
H: 2.576 -6.867 -6.506
H: 3.416 -7.002 -8.664
H: 2.339 -5.598 -8.916
H: 2.883 -6.827 -11.178
H: 1.402 -5.839 -10.974
H: 1.264 -7.491 -11.585
C: -6.644 -8.237 0.899
O: -5.867 -7.079 0.858
C: -6.315 -6.092 1.751
C: -5.372 -4.920 1.781
N: -5.414 -4.176 0.549
C: -4.252 -3.435 0.191
C: -3.037 -4.252 -0.242
O: -2.208 -4.749 0.771
C: -1.046 -5.410 0.277
H: -6.501 -8.867 1.785
H: -6.380 -8.946 0.102
H: -7.687 -8.001 0.650
H: -6.279 -6.510 2.767
H: -7.319 -5.709 1.522
H: -4.356 -5.289 1.954
H: -5.639 -4.337 2.676
H: -6.157 -4.356 -0.098
H: -4.027 -2.634 0.910
H: -4.504 -2.844 -0.699
H: -2.514 -3.725 -1.047
H: -3.557 -5.110 -0.692
H: -1.057 -5.504 -0.812
H: -1.182 -6.414 0.688
H: -0.107 -4.957 0.589
C: 2.112 2.998 3.632
O: 2.328 1.883 2.786
C: 1.148 1.574 2.081
C: 1.430 0.562 1.017
N: 0.272 0.162 0.257
C: 0.508 -0.935 -0.635
C: -0.753 -1.511 -1.247
O: -1.420 -0.526 -1.999
C: -2.603 -1.016 -2.567
H: 2.157 3.879 2.986
H: 2.852 3.066 4.431
H: 1.183 2.874 4.207
H: 0.621 2.446 1.675
H: 0.489 1.120 2.836
H: 1.946 -0.318 1.442
H: 2.102 1.028 0.281
H: -0.542 -0.008 0.845
H: 1.036 -1.733 -0.082
H: 1.105 -0.688 -1.518
H: -1.329 -1.990 -0.437
H: -0.475 -2.324 -1.933
H: -3.375 -1.240 -1.821
H: -2.459 -1.840 -3.276
H: -3.000 -0.197 -3.178
C: -1.677 0.745 -8.230
O: -2.937 0.728 -7.599
C: -3.116 -0.391 -6.757
C: -4.583 -0.713 -6.588
N: -4.742 -2.072 -6.121
C: -6.123 -2.340 -5.738
C: -6.444 -3.740 -5.299
O: -5.859 -4.105 -4.056
C: -5.141 -5.307 -4.054
H: -1.549 -0.163 -8.834
H: -0.875 0.761 -7.479
H: -1.629 1.614 -8.879
H: -2.678 -0.150 -5.771
H: -2.528 -1.255 -7.074
H: -5.144 -0.518 -7.506
H: -5.007 0.037 -5.893
H: -4.100 -2.306 -5.374
H: -6.700 -2.126 -6.644
H: -6.453 -1.621 -4.969
H: -6.285 -4.488 -6.082
H: -7.534 -3.765 -5.151
H: -4.312 -5.441 -4.758
H: -5.737 -6.220 -4.211
H: -4.724 -5.432 -3.059

Formula: CHMnO2
Source: the OMol25 dataset
Level of theory: ωB97M-V/def2-TZVPD

**ΔE to the lowest compared entry with this formula, charge and spin**: 0.00 kcal/mol
**HOMO energy (alpha / beta)**: -7.29 / -10.81 eV
**DFT total energy**: -36465.49575 eV
**2S+1**: 7
**Max |F|**: 7.11 eV/Å

Positions of all 5 atoms, in Å:
H: -1.267 -0.827 0.295
O: -0.367 1.103 0.028
O: 0.403 -0.930 -0.074
C: -0.552 -0.099 -0.298
Mn: 1.783 0.753 0.049

What did the fourth record say?
Formula: C5H8ClFS
Source: the OMol25 dataset
Level of theory: ωB97M-V/def2-TZVPD

**ΔE to the lowest compared entry with this formula, charge and spin**: 25.24 kcal/mol
**HOMO energy**: -9.35 eV
**DFT total energy**: -31388.76585 eV
**Max |F|**: 2.46 eV/Å
**Structure (SMILES)**: C[C@@]1(S)C[C@]1(Cl)CF

Positions of all 16 atoms, in Å:
C: -0.627 -1.639 -0.879
C: -0.496 -0.425 -0.065
S: -1.993 0.519 -0.225
C: 0.225 -0.509 1.281
C: 0.813 0.249 0.180
Cl: 2.399 -0.266 -0.483
C: 0.749 1.748 0.350
F: 0.497 2.320 -0.880
H: -1.341 -2.285 -0.441
H: -1.046 -1.257 -1.842
H: 0.269 -2.230 -1.125
H: -1.529 1.066 -1.362
H: 0.575 -1.522 1.515
H: -0.173 0.017 2.155
H: 0.000 2.008 1.075
H: 1.678 2.207 0.746

Which value of ΔE to the lowest compared entry with this formula, charge and spin does entry 1 give? 136.38 kcal/mol